(1)
A cluster of 16 separate species, C26H66N16O35 in total at a distorted geometry. Source: OMol25; level of theory: ωB97M-V/def2-TZVPD.

Structure (XYZ):
```
143
Properties=species:S:1:pos:R:3:forces:R:3:mulliken_charge:R:1
C -0.5506 -4.7034 -1.7419 0.6 0.2 0.0 -0.52
C 0.7584 -4.1632 -2.3506 -0.8 -0.3 -0.1 -0.79
N 1.0347 -2.7260 -2.1723 -0.4 -1.0 0.1 0.42
C 0.3745 -2.1370 -1.0022 0.8 0.7 0.2 0.04
C 0.9163 -0.7672 -0.5611 -1.0 -0.3 0.5 -0.39
C -0.2428 -0.0766 0.1719 0.1 0.7 0.0 -0.26
O 0.1942 0.6110 1.3399 0.4 -0.3 0.2 -0.35
C 0.8039 -1.9916 -3.3315 -1.5 -2.0 0.5 0.35
O 1.5049 -1.1384 -3.6843 2.5 3.4 -1.1 -0.53
O -0.2982 -2.3184 -4.0862 -0.3 -0.2 0.3 -0.38
C -1.1783 -1.1972 -4.2239 -1.0 0.2 0.0 -0.66
C -2.0577 -1.0596 -2.9635 0.2 -0.2 -0.6 1.12
C -3.5652 -1.0323 -3.1883 -0.3 0.0 1.0 0.00
C -4.1488 -1.6038 -1.9122 0.3 0.0 0.1 -0.32
O -5.5908 -1.6395 -1.9343 1.0 0.2 -0.3 -0.37
C -6.1096 -1.7974 -0.7325 2.4 1.7 0.1 0.54
O -7.1323 -2.3138 -0.5777 -3.4 -0.5 -1.5 -0.55
H -0.8069 -5.6361 -2.2303 0.0 -0.3 0.0 0.39
H -1.3962 -4.0346 -1.8515 -0.1 0.2 -0.1 -0.08
H -0.3873 -4.8731 -0.6850 -0.3 -0.1 0.3 0.18
H 0.7250 -4.3982 -3.4099 0.2 0.2 -0.2 0.52
H 1.5814 -4.7453 -1.9445 0.2 0.1 0.2 0.40
H 0.5645 -2.7830 -0.1581 -0.2 -0.3 -0.1 0.03
H -0.6992 -2.0223 -1.1261 0.0 -0.4 0.0 -0.22
H 1.2205 -0.1304 -1.3812 0.5 -0.1 -0.1 0.36
H 1.7007 -0.9321 0.1700 0.4 0.2 -0.2 0.18
H -1.0418 -0.7774 0.4324 0.2 0.0 0.1 -0.16
H -0.6680 0.6789 -0.4929 -0.3 -0.2 -0.2 0.43
H -0.1622 1.4974 1.3389 -0.2 0.1 0.0 0.28
H -1.8283 -1.4018 -5.0657 0.0 -0.3 -0.2 0.46
H -0.6566 -0.2779 -4.4645 0.4 0.0 0.1 0.15
H -1.7329 -0.2294 -2.3415 0.0 0.1 0.1 0.32
H -1.8744 -1.9617 -2.3905 0.1 -0.1 0.0 -1.18
H -3.8784 -1.6652 -4.0112 0.2 0.2 -0.2 -0.27
H -3.9668 -0.0271 -3.2825 0.0 0.2 -0.5 0.32
H -3.8060 -2.6296 -1.7712 0.0 -0.2 -0.1 0.33
H -3.7948 -1.0555 -1.0371 -0.1 0.2 0.0 0.20
H -5.5979 -1.3997 0.1546 0.8 0.2 -0.4 0.10
C 0.6869 -4.2129 3.6950 0.2 -0.5 0.1 -0.89
N 0.4315 -3.8873 2.2703 0.2 0.1 0.1 1.13
O 1.3990 -3.7274 1.5494 -0.2 -0.2 0.1 -0.56
O -0.7283 -3.7932 1.9205 0.1 0.0 -0.1 -0.55
H 1.7577 -4.2506 3.8523 0.0 0.1 0.0 0.34
H 0.2387 -3.4308 4.2848 -0.1 0.0 0.1 0.22
H 0.2315 -5.1762 3.9121 -0.1 0.0 -0.1 0.33
C 0.1000 0.0423 5.4651 0.1 -0.1 0.1 -0.75
N 0.9991 -1.1186 5.2354 -0.2 0.2 0.2 0.77
O 1.5179 -1.6416 6.1995 0.0 -0.1 -0.2 -0.56
O 1.1607 -1.4628 4.0775 0.2 0.2 0.1 -0.32
H 0.0521 0.2399 6.5296 0.1 -0.1 0.0 0.31
H 0.5284 0.8857 4.9327 -0.1 -0.4 -0.1 0.41
H -0.8802 -0.2120 5.0720 0.1 0.1 -0.2 0.22
C 4.6069 -1.1683 3.3852 0.0 -0.1 -0.2 -0.44
N 4.8245 -1.5040 4.8175 -0.1 -0.1 -0.1 1.00
O 5.0975 -2.6545 5.0971 0.0 0.1 0.1 -0.60
O 4.7142 -0.5958 5.6192 0.1 -0.1 0.0 -0.55
H 4.7378 -2.0666 2.7939 0.0 -0.1 0.1 0.29
H 3.5947 -0.7859 3.2883 0.0 0.1 0.0 0.17
H 5.3370 -0.4129 3.1098 -0.1 0.1 0.0 0.11
C 1.6810 4.2767 4.6099 0.1 0.1 0.1 -0.61
N 0.5258 3.7617 5.3974 0.2 0.1 -0.1 1.00
O 0.1827 4.3821 6.3810 -0.1 -0.1 -0.1 -0.57
O -0.0005 2.7372 4.9958 -0.1 0.7 0.1 -0.63
H 2.0461 5.1816 5.0791 -0.1 0.0 0.0 0.28
H 2.4467 3.5049 4.6085 -0.1 0.0 -0.1 0.23
H 1.3282 4.4766 3.6026 0.0 -0.1 0.0 0.20
C 6.8718 2.5334 4.6684 0.1 -0.1 0.0 -0.51
N 5.7788 3.0183 3.7872 0.1 -0.1 0.1 1.01
O 5.1906 2.1984 3.1123 -0.1 0.1 0.0 -0.49
O 5.5378 4.2107 3.8114 0.0 -0.1 -0.1 -0.57
H 6.9682 1.4607 4.5435 -0.1 0.0 -0.1 0.19
H 7.7847 3.0433 4.3726 -0.1 0.1 0.0 0.30
H 6.5893 2.7811 5.6897 0.2 0.0 -0.3 0.10
C 1.9445 1.9549 -6.0470 0.0 -0.2 0.1 -0.61
N 0.6047 2.3377 -6.5767 0.1 -0.1 0.1 0.92
O -0.3149 1.5748 -6.3709 -0.1 0.1 -0.1 -0.52
O 0.5256 3.3907 -7.1799 0.0 -0.1 0.0 -0.56
H 1.8560 1.0002 -5.5372 -0.1 0.0 0.0 0.17
H 2.6208 1.8850 -6.8938 0.0 0.1 0.0 0.30
H 2.2582 2.7360 -5.3608 0.0 0.1 -0.1 0.29
C -6.6561 -2.8779 -5.8938 -0.2 -0.1 0.0 -0.79
N -5.2029 -3.1946 -5.8339 0.0 0.0 -0.1 0.89
O -4.8802 -4.3558 -5.6778 0.0 0.1 0.0 -0.49
O -4.4323 -2.2622 -5.9419 -0.1 -0.2 -0.2 -0.56
H -7.2153 -3.7993 -5.7823 0.1 0.0 0.0 0.30
H -6.8721 -2.1895 -5.0811 0.1 0.1 -0.1 0.29
H -6.8495 -2.4175 -6.8582 0.1 0.1 0.0 0.33
C -7.8288 -3.8153 1.0651 -0.7 -0.7 1.2 -0.60
N -7.5871 -3.7930 2.5375 -0.2 -0.5 -0.4 0.89
O -8.3161 -4.4566 3.2385 0.1 0.1 0.3 -0.56
O -6.6633 -3.1024 2.9371 -0.1 0.0 0.0 -0.60
H -8.6714 -4.4644 0.8622 0.0 -0.2 0.2 0.33
H -8.0397 -2.7972 0.7516 -0.1 -0.7 0.8 0.33
H -6.9272 -4.1909 0.5906 -0.1 0.1 0.2 0.19
C 6.7769 -2.0387 -0.8152 -0.1 -0.1 -0.1 -0.80
N 6.1071 -1.1643 0.1871 0.0 0.0 -0.1 0.83
O 4.8950 -1.1269 0.1770 0.1 0.1 0.1 -0.42
O 6.8297 -0.5485 0.9476 -0.1 -0.1 0.0 -0.51
H 6.0143 -2.5191 -1.4174 -0.1 0.1 0.1 0.31
H 7.4150 -1.4063 -1.4250 0.1 0.0 0.1 0.29
H 7.3626 -2.7719 -0.2686 0.1 0.1 0.0 0.30
C -3.9776 -7.2842 -6.2591 0.1 0.1 -0.1 -0.67
N -4.6577 -8.5085 -6.7666 0.0 0.0 -0.1 0.89
O -4.9691 -8.5355 -7.9405 0.0 -0.1 0.1 -0.53
O -4.8546 -9.3983 -5.9640 0.0 0.1 -0.1 -0.53
H -3.8700 -6.5820 -7.0764 -0.1 0.0 0.0 0.29
H -4.5968 -6.8684 -5.4717 0.0 -0.1 0.1 0.26
H -3.0074 -7.5855 -5.8751 -0.1 0.0 0.1 0.30
C 0.0908 8.2865 2.7660 -0.2 0.1 -0.1 -0.73
N 0.8392 7.0439 2.4343 -0.1 0.1 -0.1 0.84
O 0.3285 6.2620 1.6549 0.1 0.0 0.1 -0.53
O 1.9173 6.8989 2.9697 0.0 -0.1 0.0 -0.42
H -0.8452 8.2823 2.2198 0.0 -0.1 0.0 0.31
H -0.0825 8.2861 3.8382 0.1 0.0 0.0 0.31
H 0.7138 9.1268 2.4716 0.1 0.0 0.1 0.26
C 4.9559 3.1045 9.3364 0.1 0.0 0.2 -0.83
N 5.4766 2.9877 7.9472 0.1 -0.1 0.2 0.89
O 6.6649 2.7585 7.8056 -0.3 0.1 0.1 -0.58
O 4.6748 3.1293 7.0478 0.1 0.0 0.0 -0.42
H 5.7779 2.9560 10.0266 0.0 0.0 -0.1 0.33
H 4.5313 4.0984 9.4421 -0.1 0.0 -0.1 0.28
H 4.1957 2.3395 9.4637 -0.1 0.1 -0.1 0.29
C -2.0098 4.0397 -9.2965 0.2 0.0 0.0 -0.67
N -2.4024 4.2584 -10.7173 0.0 0.0 0.0 0.87
O -1.5171 4.2984 -11.5476 -0.1 0.0 0.0 -0.52
O -3.5893 4.3818 -10.9458 0.1 0.0 0.0 -0.53
H -0.9327 3.9479 -9.2413 0.0 0.0 -0.1 0.31
H -2.3553 4.8971 -8.7270 -0.1 -0.1 0.0 0.28
H -2.4938 3.1279 -8.9598 -0.1 0.1 0.0 0.27
C -4.6357 -0.7146 3.0185 0.0 -0.1 0.0 -0.87
N -3.4953 -0.2486 2.1798 -0.2 0.0 0.3 0.94
O -3.2393 -0.9040 1.1871 0.0 0.1 -0.1 -0.55
O -2.9082 0.7486 2.5412 0.0 -0.2 -0.2 -0.55
H -5.0540 -1.6036 2.5682 0.0 0.0 0.0 0.35
H -4.2499 -0.9275 4.0110 0.0 0.1 0.0 0.30
H -5.3675 0.0874 3.0489 0.1 0.1 0.1 0.33
C 5.2423 8.2255 0.8981 -0.1 -0.1 -0.1 -0.71
N 4.5705 9.1590 1.8443 0.0 -0.1 0.0 0.85
O 3.3614 9.2589 1.7732 0.1 0.1 0.0 -0.50
O 5.2815 9.7538 2.6256 -0.1 0.0 -0.1 -0.52
H 4.4876 7.7687 0.2689 -0.1 0.0 0.1 0.30
H 5.9429 8.8086 0.3078 0.1 0.0 0.1 0.29
H 5.7594 7.4771 1.4915 0.1 0.1 0.0 0.27
```
Positions in Å, forces in eV/Å.

E_HOMO   -8.82 eV
Energy above the lowest of the compared OMol25 structures with the same formula, charge and spin   0.0 kcal/mol
E_LUMO   -0.235 eV

***

(2)
A cluster of 7 separate species, C26H67ClN5O10 in total at a distorted geometry. Source: OMol25; level of theory: ωB97M-V/def2-TZVPD.

Structure (XYZ):
```
109
Properties=species:S:1:pos:R:3:forces:R:3:mulliken_charge:R:1
Cl 22.7662 -8.0685 -9.5146 0.5 -2.1 0.3 1.63
O 21.6153 -7.4779 -8.8863 -0.7 -0.7 0.5 -0.67
O 23.9159 -7.9075 -8.6707 0.5 -0.1 0.9 -0.67
O 22.6276 -9.5372 -9.8066 -0.4 2.5 0.5 -0.63
O 23.0081 -7.3323 -10.6973 0.2 0.5 -2.2 -0.66
C 26.6738 1.0026 -10.9785 -0.9 -0.9 0.1 -1.89
C 26.7211 0.4214 -12.4317 -0.4 0.5 0.9 1.33
C 28.1177 0.7267 -12.9085 0.6 -0.4 -1.7 -1.19
C 28.3809 0.0697 -14.3151 0.8 -0.1 1.3 -0.68
C 28.2015 -1.4313 -14.2228 -1.1 -0.9 0.1 -1.32
C 26.7646 -1.8845 -13.6348 1.0 0.4 -1.1 1.69
N 26.4961 -1.0896 -12.4346 3.6 2.8 -0.9 0.28
O 25.3171 -1.4260 -11.8918 -2.5 -0.5 0.8 -0.48
C 25.6776 -1.7051 -14.7954 0.7 0.2 1.3 -1.62
C 26.9456 -3.3233 -13.1298 0.4 0.2 -0.9 -2.23
C 25.7431 1.2265 -13.3053 -0.5 -0.9 -0.3 -1.61
H 25.7043 0.8009 -10.5229 -0.2 0.1 -0.1 0.40
H 26.8392 2.0789 -10.9296 0.0 0.0 -0.4 0.37
H 27.3738 0.5520 -10.2749 0.3 -0.3 -0.4 0.43
H 28.2835 1.7955 -13.0432 -0.5 0.2 0.2 0.42
H 28.7914 0.4674 -12.0918 0.5 -0.6 -0.5 0.39
H 29.3912 0.2823 -14.6646 0.3 0.0 0.2 0.42
H 27.7781 0.5171 -15.1054 -0.4 0.0 0.3 0.34
H 29.0066 -1.9465 -13.6989 0.0 0.5 1.0 0.49
H 28.3965 -1.9063 -15.1843 -0.8 0.1 -0.5 0.42
H 26.1315 -0.9464 -15.4329 -0.5 -0.3 -0.5 0.33
H 25.3788 -2.6139 -15.3178 0.6 -0.1 -0.1 0.37
H 24.7386 -1.3167 -14.4011 0.1 0.1 0.2 0.32
H 27.6971 -3.3563 -12.3410 -0.4 0.2 0.4 0.41
H 26.0035 -3.7990 -12.8573 0.2 -0.2 0.0 0.64
H 27.4589 -3.8639 -13.9250 -0.5 -0.4 -0.3 0.47
H 24.7138 1.0391 -12.9994 -0.1 0.1 0.1 0.34
H 25.8284 0.8662 -14.3304 -0.1 0.1 0.0 0.40
H 25.9314 2.2997 -13.3355 0.1 0.0 0.4 0.38
H 25.5417 -2.2412 -11.4373 -0.4 -0.1 0.5 0.40
C 25.0096 -12.7812 -12.3899 0.9 0.0 -0.7 -0.52
O 24.0644 -13.8242 -12.2031 0.0 0.4 0.0 -0.47
H 24.8303 -12.1132 -13.2324 -0.8 0.0 -0.2 0.17
H 25.1674 -12.1129 -11.5434 -0.3 -0.5 0.4 0.25
H 25.9416 -13.2648 -12.6823 0.5 0.2 0.4 0.28
H 24.4335 -14.5571 -12.7014 -0.4 -0.1 0.1 0.29
C 28.5871 -11.3181 -8.0622 0.6 -0.8 -1.2 -1.34
C 29.5873 -10.1828 -7.8373 -0.6 -1.9 3.2 0.33
C 30.9896 -10.5318 -8.3921 -0.2 0.8 0.2 -0.80
O 30.9550 -10.7242 -9.8017 0.3 0.4 -0.2 -0.29
C 32.2639 -10.7452 -10.4226 -1.3 -0.2 0.8 -0.76
N 29.0569 -8.9185 -8.1803 0.6 1.1 -2.7 -0.68
H 28.6825 -11.5819 -9.1155 -0.5 -0.2 -0.2 0.29
H 27.5465 -11.0904 -7.8314 0.2 0.3 0.1 0.39
H 28.8803 -12.2178 -7.5211 0.0 0.0 0.2 0.34
H 29.6313 -10.2042 -6.7484 1.0 0.2 0.4 0.24
H 31.3730 -11.3669 -7.8059 -0.3 -1.0 -0.4 0.39
H 31.7600 -9.8077 -8.1272 -0.3 0.9 -0.2 0.42
H 32.8017 -9.8022 -10.3248 0.0 0.1 0.5 0.30
H 32.1339 -10.8837 -11.4960 -0.2 -0.4 0.2 0.23
H 32.7524 -11.5799 -9.9198 0.8 0.0 -0.5 0.31
H 28.0647 -8.7566 -8.0838 -0.3 -0.5 1.2 0.31
H 29.0094 -9.1603 -9.1598 0.2 1.4 -1.4 0.30
C 21.9503 -9.3074 -15.3170 -0.1 0.5 -0.9 -1.74
C 21.1640 -10.0004 -14.2027 1.4 2.8 0.9 0.70
C 19.9149 -9.2254 -13.8498 -0.9 -0.3 0.9 -0.86
O 19.3348 -9.5584 -12.5661 0.2 -0.4 -1.2 -0.27
C 18.1993 -8.7782 -12.3336 0.1 0.7 1.6 -0.80
N 20.8981 -11.3415 -14.4786 -0.4 -1.9 -1.5 -0.61
H 22.1550 -8.2530 -15.1316 0.1 0.0 0.4 0.42
H 21.5030 -9.3127 -16.3110 -0.5 -0.3 -0.1 0.38
H 22.8975 -9.8335 -15.4359 0.2 0.1 0.1 0.41
H 21.9514 -9.9641 -13.4498 -0.7 0.1 1.0 0.24
H 19.1572 -9.4785 -14.5913 -0.2 -0.1 -0.5 0.28
H 20.0230 -8.1427 -13.9129 0.5 0.2 0.1 0.37
H 18.5063 -7.7344 -12.3992 -0.4 0.4 -0.3 0.34
H 17.8705 -8.9065 -11.3023 0.6 -0.2 0.3 0.26
H 17.2434 -8.9558 -12.8265 0.3 -0.4 -1.2 0.30
H 21.6513 -11.5797 -15.1079 0.8 -1.0 0.3 0.26
H 20.1938 -11.3281 -15.2024 -1.1 -0.2 0.0 0.30
C 18.8154 -10.6059 -5.2960 0.6 -1.9 0.9 -1.39
C 19.0244 -11.7320 -6.3292 -0.3 0.8 -2.1 0.31
C 18.2254 -13.0356 -6.2190 1.1 -0.8 1.0 -0.62
O 18.5706 -14.0430 -7.1786 0.8 1.2 -0.8 -0.29
C 18.2619 -15.3587 -6.8592 -1.5 0.3 1.2 -0.81
N 18.6599 -11.2031 -7.6395 -0.4 0.7 -0.5 -0.60
H 17.7599 -10.3988 -5.1197 0.1 0.4 -0.3 0.35
H 19.4526 -9.7592 -5.5512 -0.5 0.1 -0.3 0.43
H 19.2309 -10.9646 -4.3542 -0.1 0.1 0.5 0.34
H 20.0930 -11.8919 -6.4723 0.1 -0.6 0.7 0.30
H 17.1541 -12.8571 -6.3112 -0.2 0.2 0.3 0.29
H 18.5120 -13.4098 -5.2362 -0.6 -0.4 0.5 0.33
H 18.8455 -15.7459 -6.0240 0.7 -0.3 -0.3 0.31
H 18.1586 -16.0128 -7.7251 0.9 0.3 -0.1 0.28
H 17.2587 -15.4054 -6.4355 -0.6 0.1 0.1 0.32
H 19.1021 -10.2976 -7.7075 0.6 0.2 -0.6 0.21
H 17.6972 -10.9079 -7.5614 -0.7 -0.2 -0.2 0.23
C 26.9800 -3.8021 -7.0630 -0.2 -0.3 -1.7 -1.87
C 27.5514 -3.7980 -5.6540 -1.3 2.0 -0.1 0.74
C 26.7386 -4.6260 -4.6858 -1.0 -1.1 -0.1 -0.76
O 27.1172 -4.6588 -3.3005 0.2 1.4 -0.7 -0.37
C 27.0432 -3.4068 -2.5786 -0.7 -0.8 -0.4 -0.64
N 28.9048 -4.1963 -5.6673 1.4 -1.1 -0.4 -0.72
H 26.1829 -3.1115 -7.3382 -0.6 -0.1 1.0 0.42
H 26.7085 -4.7789 -7.4634 -0.3 -0.3 0.4 0.37
H 27.6608 -3.4729 -7.8480 1.0 0.1 0.5 0.50
H 27.5481 -2.7312 -5.4301 -0.2 0.2 0.7 0.17
H 26.8023 -5.6685 -4.9976 0.7 -0.3 0.0 0.31
H 25.6707 -4.5255 -4.8798 -0.4 0.9 0.6 0.44
H 27.2625 -2.4884 -3.1231 0.8 -0.3 -0.4 0.28
H 27.7026 -3.5578 -1.7239 -0.2 0.4 0.0 0.23
H 26.0084 -3.2135 -2.2960 -0.2 -0.3 0.5 0.29
H 29.1521 -4.4898 -4.7331 0.2 0.2 0.4 0.31
H 28.8322 -5.0811 -6.1489 0.8 -0.5 -0.4 0.30
```
Positions in Å, forces in eV/Å.

Net charge   -1
E_HOMO   -5.64 eV
Energy above the lowest of the compared OMol25 structures with the same formula, charge and spin   97.4 kcal/mol
E_LUMO   2.234 eV